Record 1
Here is a cluster of 10 separate species, C10H40O10 in total from the Open Molecules 2025 dataset. Energies are from ωB97M-V with the def2-TZVPD basis set.

Its structure (SMILES) is CCO.CCO.CCO.CCO.CO.CO.O.O.O.O. The calculation puts the energy above the lowest of the compared OMol25 structures with the same formula, charge and spin at 64.97 kJ/mol. For the total energy, the calculation gives -31492.4753 eV. The value obtained for the frontier orbital gap is 9.62 eV.

CARTESIAN COORDINATES (ANGSTROEM)
C  -0.789  -1.424  3.394
C  0.214  -0.332  3.065
O  0.194  0.656  4.118
H  -1.806  -1.031  3.426
H  -0.576  -2.018  4.281
H  -0.830  -2.124  2.549
H  -0.102  0.152  2.147
H  1.222  -0.736  2.961
H  0.512  0.259  4.934
C  3.653  -0.823  -0.004
C  4.730  -1.684  -0.625
O  5.270  -2.567  0.362
H  2.885  -1.493  0.398
H  3.136  -0.249  -0.773
H  4.029  -0.182  0.789
H  5.519  -1.059  -1.050
H  4.276  -2.303  -1.405
H  5.773  -3.261  -0.069
C  -2.133  3.114  1.776
C  -3.482  2.713  1.197
O  -3.324  1.955  0.006
H  -2.248  3.701  2.688
H  -1.586  3.744  1.074
H  -1.561  2.204  1.960
H  -4.105  3.572  0.945
H  -4.029  2.120  1.941
H  -3.122  1.039  0.254
C  0.139  -2.906  -0.453
C  -1.193  -3.492  -0.874
O  -1.867  -2.558  -1.733
H  0.720  -3.641  0.106
H  0.002  -2.044  0.200
H  0.722  -2.628  -1.330
H  -1.838  -3.666  -0.004
H  -1.043  -4.460  -1.361
H  -2.729  -2.927  -1.963
C  -0.051  1.105  -0.928
O  1.103  1.493  -0.169
H  -0.273  0.084  -0.594
H  -0.930  1.656  -0.587
H  0.128  1.193  -1.992
H  0.845  1.682  0.747
C  -2.690  0.476  -3.368
O  -1.841  -0.582  -3.826
H  -2.072  1.324  -3.067
H  -3.355  0.789  -4.171
H  -3.263  0.105  -2.516
H  -1.768  -1.254  -3.137
O  3.006  2.794  -1.711
H  2.237  2.427  -1.227
H  2.879  2.486  -2.619
O  2.028  1.619  -4.280
H  2.142  2.146  -5.079
H  1.257  1.067  -4.457
O  -2.734  -0.837  0.581
H  -3.049  -1.401  1.296
H  -2.361  -1.447  -0.078
O  1.168  2.595  2.436
H  2.076  2.842  2.638
H  0.886  2.012  3.180

Cartesian forces, eV/Å:
C -0.3 -0.5 -1.1
C -0.5 -0.5 1.1
O 0.0 0.1 -0.5
H 0.1 0.3 0.4
H 0.1 0.2 0.1
H 0.2 -0.1 0.1
H 0.2 0.2 0.0
H 0.0 0.1 -0.2
H 0.0 -0.1 0.0
C -0.4 -0.7 -0.1
C -0.1 -0.2 0.0
O -0.1 0.2 0.3
H 0.1 0.1 0.2
H 0.3 0.3 0.1
H 0.0 0.1 -0.1
H 0.0 -0.1 -0.1
H 0.1 0.2 -0.2
H 0.1 0.0 -0.1
C -0.3 0.3 -0.3
C 0.1 -0.3 0.1
O -0.1 -0.1 0.0
H 0.0 -0.2 0.2
H 0.1 -0.1 -0.1
H 0.2 0.1 0.2
H 0.1 0.1 0.0
H -0.1 0.1 0.0
H 0.0 0.1 -0.1
C -0.1 -0.2 0.0
C 0.1 -0.1 0.3
O -0.1 -0.1 0.2
H -0.1 -0.1 0.0
H 0.0 0.1 -0.1
H 0.0 0.1 0.0
H 0.2 -0.1 0.0
H -0.1 0.1 -0.2
H 0.1 0.0 -0.1
C -0.2 -0.4 1.9
O -0.2 0.0 -0.5
H -0.1 -0.3 -0.8
H 0.1 0.4 -0.5
H 0.1 0.0 0.0
H 0.2 0.4 -0.1
C 0.5 -0.6 0.2
O 0.0 0.1 -0.3
H -0.2 0.1 0.1
H 0.0 -0.1 0.0
H -0.2 0.4 0.0
H 0.1 0.2 0.0
O -0.2 -0.1 -0.1
H 0.5 0.2 0.0
H 0.0 0.0 0.2
O -0.1 -0.1 -0.2
H 0.0 0.0 0.1
H 0.0 0.0 0.1
O 0.1 -0.3 0.1
H 0.0 0.1 0.0
H -0.1 0.3 -0.1
O -0.2 -0.4 0.5
H 0.0 0.0 -0.1
H 0.2 0.5 -0.3

Record 2
Here is a structure of composition C5H6O from the Open Molecules 2025 dataset. Energies are from ωB97M-V with the def2-TZVPD basis set.

The calculation puts the energy above the lowest of the compared OMol25 structures with the same formula, charge and spin at 440.42 kJ/mol. For the total energy, the calculation gives -7324.7199 eV. The value obtained for the frontier orbital gap is 10.41 eV.

CARTESIAN COORDINATES (ANGSTROEM)
C  -1.198  0.210  1.484
C  -0.005  -0.051  1.531
C  0.890  -0.162  0.332
C  0.362  0.957  -0.582
O  -0.835  0.176  -0.825
C  0.003  -1.032  -0.571
H  -2.232  0.466  1.433
H  1.957  -0.335  0.480
H  0.237  1.941  -0.118
H  0.875  1.047  -1.545
H  0.358  -1.303  -1.561
H  -0.412  -1.913  -0.059

Cartesian forces, eV/Å:
C 0.4 -0.1 1.3
C -0.4 0.4 -0.2
C 0.2 0.0 0.1
C 0.2 0.2 -0.1
O 0.2 -0.7 -0.8
C -0.4 0.1 -0.3
H 0.0 -0.1 0.4
H -0.2 0.0 -0.1
H -0.4 -0.2 -0.2
H 0.3 0.0 0.2
H 0.6 -0.2 0.1
H -0.5 0.6 -0.4

Record 3
Here is a structure of composition C8H14GdN2PS from the Open Molecules 2025 dataset. Energies are from ωB97M-V with the def2-TZVPD basis set.

The calculation puts the energy above the lowest of the compared OMol25 structures with the same formula, charge and spin at 0.00 kJ/mol. For the total energy, the calculation gives -52455.9157 eV. As for the spin multiplicity: 8. The expectation value of S² is 16.596. The value obtained for the frontier orbital gap (spin up / spin down) is 4.90 / 5.55 eV.

CARTESIAN COORDINATES (ANGSTROEM)
C  -0.748  0.120  -3.304
C  -1.529  1.361  -3.226
C  -0.636  2.434  -2.877
C  0.697  1.942  -2.847
C  0.632  0.445  -3.064
Gd  -0.337  -0.354  0.083
P  -0.276  -2.780  -0.886
H  -1.096  -0.778  -3.828
H  -2.617  1.451  -3.342
H  -0.940  3.392  -2.445
H  1.529  -0.145  -3.375
H  1.615  2.495  -2.608
H  0.884  -3.470  -1.419
H  -1.406  -3.409  -1.563
H  -0.406  -3.312  0.475
S  0.603  2.039  0.528
C  0.506  0.881  1.802
N  1.523  0.311  2.458
C  1.086  -0.573  3.544
C  -0.456  -0.465  3.503
N  -0.715  0.241  2.196
H  2.506  0.549  2.303
H  1.521  -0.246  4.509
H  1.397  -1.615  3.337
H  -0.834  0.087  4.381
H  -0.934  -1.445  3.433
H  -1.569  0.845  2.233

Cartesian forces, eV/Å:
C -0.1 1.6 -0.2
C 1.2 -0.7 0.9
C 0.4 -1.3 0.2
C -0.9 -2.6 0.1
C 0.1 2.4 -0.3
Gd -0.1 0.9 -4.2
P 0.0 -2.6 -0.9
H 0.1 0.2 0.4
H 0.6 -0.1 0.1
H 0.1 -0.1 -0.7
H -1.0 0.4 0.5
H -0.5 -0.2 -0.1
H -0.9 0.1 0.5
H 0.9 0.1 0.5
H 0.1 -0.3 -1.2
S 0.1 0.0 1.0
C -1.0 3.2 -0.2
N 1.4 -1.5 0.9
C 0.5 -0.3 0.0
C 0.0 0.2 -0.4
N -1.1 1.2 3.4
H -0.9 0.0 0.0
H -0.4 -0.2 -0.4
H 0.0 0.5 0.3
H 0.0 -0.1 -0.6
H 0.1 0.1 0.3
H 1.3 -0.4 0.0

Record 4
Here is a cluster of 9 separate species, C26H74N4O9 in total from the Open Molecules 2025 dataset. Energies are from ωB97M-V with the def2-TZVPD basis set.

The calculation puts the energy above the lowest of the compared OMol25 structures with the same formula, charge and spin at 236.63 kJ/mol. For the total energy, the calculation gives -52535.2002 eV. As for the charge: +1. As for the spin multiplicity: 2. The expectation value of S² is 0.754. The value obtained for the frontier orbital gap (spin up / spin down) is 8.05 / 2.45 eV.

CARTESIAN COORDINATES (ANGSTROEM)
C  5.408  5.077  -0.104
C  6.096  3.751  -0.209
C  5.820  2.774  0.956
O  4.397  2.624  1.104
C  4.055  1.453  1.885
N  5.600  3.146  -1.375
H  4.495  4.875  0.456
H  5.293  5.620  -1.043
H  6.102  5.682  0.480
H  7.173  3.895  -0.287
H  6.242  3.118  1.901
H  6.235  1.808  0.671
H  4.692  0.600  1.651
H  3.009  1.161  1.793
H  4.146  1.501  2.971
H  5.632  3.916  -2.028
H  4.652  2.841  -1.205
C  -3.467  -5.800  0.548
C  -3.337  -4.251  0.509
C  -4.247  -3.519  -0.479
O  -4.298  -2.122  -0.214
C  -5.293  -1.417  -0.986
N  -3.638  -3.831  1.901
H  -3.338  -6.318  1.498
H  -2.705  -6.179  -0.132
H  -4.423  -6.268  0.313
H  -2.328  -3.932  0.248
H  -5.200  -4.037  -0.582
H  -4.003  -3.738  -1.519
H  -6.326  -1.706  -0.790
H  -5.147  -1.480  -2.064
H  -5.345  -0.378  -0.660
H  -3.596  -2.822  1.924
H  -4.627  -3.935  2.078
C  1.253  4.687  -0.244
C  1.039  4.478  1.320
C  -0.407  4.739  1.729
O  -0.549  4.616  3.062
C  -1.912  4.738  3.443
N  1.532  3.227  1.751
H  0.458  4.246  -0.845
H  2.090  4.041  -0.509
H  1.394  5.757  -0.400
H  1.564  5.230  1.909
H  -1.063  3.983  1.296
H  -0.704  5.715  1.344
H  -1.972  4.734  4.531
H  -2.634  3.959  3.200
H  -2.326  5.636  2.984
H  1.068  3.042  2.629
H  1.172  2.513  1.134
C  2.645  1.170  -2.634
C  2.281  -0.335  -2.476
C  3.151  -1.140  -3.458
O  2.921  -2.518  -3.288
C  3.614  -3.412  -4.060
N  2.508  -0.813  -1.128
H  3.732  1.237  -2.605
H  2.281  1.737  -1.777
H  2.362  1.659  -3.566
H  1.242  -0.525  -2.748
H  4.188  -0.840  -3.310
H  2.923  -0.714  -4.435
H  3.487  -3.321  -5.139
H  3.502  -4.463  -3.792
H  4.648  -3.171  -3.815
H  3.479  -0.679  -0.885
H  2.350  -1.807  -1.217
C  -1.660  0.120  1.276
C  -0.111  -0.049  1.249
O  0.369  0.668  0.124
H  -2.109  -0.623  1.935
H  -2.056  -0.008  0.268
H  -1.937  1.121  1.607
H  0.249  -1.066  1.096
H  0.434  0.349  2.106
H  1.182  0.250  -0.168
C  1.334  -4.767  1.278
C  2.008  -4.387  0.010
O  1.448  -5.210  -1.011
H  0.284  -4.474  1.239
H  1.747  -4.138  2.066
H  1.663  -5.786  1.480
H  3.085  -4.244  0.094
H  1.620  -3.389  -0.190
H  0.931  -4.671  -1.614
C  -2.904  3.386  -2.411
C  -2.201  2.173  -1.632
O  -0.865  1.909  -2.008
H  -3.869  3.697  -2.014
H  -3.060  3.151  -3.464
H  -2.325  4.308  -2.449
H  -2.817  1.291  -1.806
H  -2.183  2.403  -0.567
H  -0.375  1.627  -1.232
C  -4.798  -1.329  3.676
C  -6.155  -0.951  4.450
O  -5.931  -1.278  5.860
H  -4.848  -1.033  2.629
H  -4.679  -2.410  3.602
H  -3.922  -0.796  4.046
H  -7.047  -1.512  4.170
H  -6.386  0.082  4.190
H  -5.914  -2.217  6.060
C  -1.584  -2.072  -2.721
C  -0.529  -2.682  -1.820
O  0.545  -3.184  -2.611
H  -2.112  -2.840  -3.286
H  -1.173  -1.230  -3.279
H  -2.443  -1.678  -2.178
H  -0.843  -3.517  -1.192
H  -0.218  -1.981  -1.046
H  1.108  -2.524  -3.022

Cartesian forces, eV/Å:
C -0.4 1.3 0.8
C 1.7 -3.0 1.8
C -1.1 0.0 0.3
O 0.6 -0.5 0.1
C -0.1 -0.6 0.3
N -0.8 2.5 0.3
H -0.3 0.5 -0.4
H -0.4 -0.1 0.0
H -0.1 0.1 0.2
H 0.2 0.1 -0.2
H 0.3 0.1 -0.1
H 0.4 -0.1 0.2
H 0.1 0.0 -0.6
H 0.1 0.4 -0.8
H 0.4 1.1 0.1
H 0.2 -0.6 -1.8
H -0.8 -1.3 -0.2
C 0.5 -0.3 -1.1
C -1.3 -0.3 1.5
C -0.5 -0.9 -1.0
O -0.9 0.0 -0.6
C -0.1 0.0 0.6
N 0.5 0.8 -0.4
H 0.8 0.9 0.4
H -0.2 -0.5 -0.1
H -0.4 0.7 -0.8
H 0.2 -0.3 0.4
H -1.0 0.4 1.3
H 1.2 0.5 -0.4
H 0.0 -0.9 0.2
H 0.4 0.0 0.0
H 0.8 0.1 -0.1
H 0.5 0.4 0.0
H -0.4 -0.7 -0.1
C -0.2 -0.6 2.0
C -0.6 1.6 -1.1
C 0.2 -0.6 -2.6
O -0.7 -0.3 2.6
C -0.2 0.4 0.8
N 0.1 -1.3 0.3
H -0.5 0.4 0.1
H 0.6 0.5 -0.1
H 0.1 -0.3 -0.6
H 0.5 0.4 -0.3
H -0.2 -0.2 -0.8
H -0.2 0.4 0.0
H 0.3 0.6 0.0
H 0.6 -0.8 -0.8
H 0.0 0.3 0.4
H 0.1 -0.2 0.5
H -0.1 -0.4 -0.3
C 0.1 -0.6 0.5
C 0.9 0.4 -1.1
C -0.1 0.8 -0.3
O -1.9 1.4 0.8
C 2.5 -0.4 -0.7
N -0.6 0.5 0.3
H 0.4 -0.1 0.1
H -0.3 0.1 -0.1
H -0.4 -0.3 0.1
H -0.2 0.3 0.2
H 0.5 -0.4 0.3
H -0.2 -0.7 -0.7
H -0.3 0.2 -0.1
H -0.7 0.3 0.4
H 0.7 -0.4 -0.6
H 0.3 -0.1 0.1
H 0.1 -0.5 0.6
C 1.2 -0.4 0.3
C -0.6 0.2 -0.5
O -0.2 1.1 -0.3
H -0.1 0.1 0.0
H 0.1 -0.2 0.0
H 0.1 0.0 0.1
H -0.5 -0.4 0.3
H -0.5 0.0 0.6
H 0.7 -0.5 -0.4
C 1.3 0.5 1.0
C -2.1 1.4 -0.9
O 1.3 -0.8 0.3
H -0.1 -1.0 0.0
H 0.2 0.0 0.4
H -1.0 -0.2 0.3
H 0.3 -0.9 -0.4
H 0.3 0.5 -0.2
H 0.4 0.4 -0.4
C 1.0 -0.7 0.0
C -0.8 1.5 -0.3
O -0.1 0.6 -1.2
H 0.0 -0.5 0.3
H 0.0 -0.4 0.0
H 0.5 -0.1 0.4
H -0.1 -0.1 0.1
H -0.4 0.0 0.1
H 0.0 -0.3 0.4
C -2.0 0.2 -0.4
C 2.1 -2.0 0.1
O -0.3 2.0 -0.4
H -0.3 0.2 -0.3
H 0.3 0.1 0.7
H -0.2 -0.3 0.6
H 0.3 -0.3 -0.7
H 0.1 0.3 1.2
H -0.1 -0.1 -0.7
C -1.0 -0.2 0.9
C 0.0 0.2 -0.2
O -0.7 -0.5 0.6
H 0.7 0.0 -0.7
H 0.0 -0.3 -0.4
H 0.2 0.4 0.6
H -0.5 -0.3 -0.5
H 0.5 0.6 -0.2
H 0.0 0.0 0.0

Record 5
Here is a structure of composition C15H31FeNO3P2 from the Open Molecules 2025 dataset. Energies are from ωB97M-V with the def2-TZVPD basis set.

The calculation puts the energy above the lowest of the compared OMol25 structures with the same formula, charge and spin at 72.59 kJ/mol. For the total energy, the calculation gives -76640.7926 eV. As for the spin multiplicity: 5. The expectation value of S² is 6.100. The value obtained for the frontier orbital gap (spin up / spin down) is 4.14 / 4.59 eV.

CARTESIAN COORDINATES (ANGSTROEM)
P  -0.836  1.493  -1.202
P  2.274  -0.363  -1.177
C  0.889  2.013  -1.715
C  1.773  0.927  -2.372
H  1.369  2.434  -0.816
H  0.768  2.847  -2.426
H  1.294  0.456  -3.247
H  2.713  1.382  -2.721
C  3.721  0.478  -0.335
H  3.911  0.084  0.669
H  3.572  1.563  -0.281
H  4.612  0.279  -0.948
C  3.171  -1.772  -1.898
H  4.168  -1.429  -2.212
H  2.628  -2.191  -2.761
H  3.301  -2.577  -1.148
C  -1.476  3.094  -0.583
H  -2.552  3.110  -0.260
H  -1.482  3.744  -1.466
H  -0.837  3.540  0.187
C  -1.561  1.264  -2.865
H  -1.098  0.409  -3.385
H  -1.391  2.184  -3.456
H  -2.645  1.100  -2.765
Fe  -2.879  1.785  0.715
C  0.277  -2.320  2.416
C  1.089  -1.252  2.668
C  1.330  -0.219  1.619
C  0.041  0.297  0.998
C  -0.277  -0.247  -0.397
C  0.704  -1.291  -0.971
C  0.618  -2.598  -0.148
C  -0.334  -2.612  1.076
C  -4.487  0.954  1.837
H  0.044  -3.026  3.206
H  1.653  -1.131  3.582
H  1.979  -0.697  0.853
H  1.916  0.632  2.008
H  -0.788  0.057  1.689
H  0.078  1.410  1.063
H  -1.299  -0.652  -0.444
H  0.399  -1.523  -2.016
H  1.606  -2.967  0.160
H  0.187  -3.320  -0.858
H  -1.234  -1.988  0.923
H  -0.739  -3.636  1.165
H  -4.590  -0.114  1.648
H  -5.409  1.451  1.525
H  -4.403  1.050  2.920
O  -3.149  -0.159  4.174
N  -2.979  -0.571  3.026
O  -3.115  -1.734  2.635
O  -2.523  0.351  2.109

Cartesian forces, eV/Å:
P -1.0 -2.3 0.8
P 0.8 -0.9 -1.6
C -0.3 0.7 0.2
C 0.2 -0.1 -0.1
H 0.1 -0.1 -0.3
H 0.2 -0.2 0.2
H 0.0 0.2 0.4
H -0.3 0.0 0.0
C -0.4 -0.1 0.5
H -0.1 0.1 -0.3
H -0.1 -0.3 0.1
H -0.4 0.0 0.0
C 0.9 0.1 -0.7
H -0.3 -0.4 -0.1
H 0.2 0.2 0.4
H -0.2 0.6 -0.3
C 0.4 2.2 -1.2
H 0.4 0.8 -0.7
H -0.2 0.8 0.2
H -0.1 -0.1 0.0
C -0.2 0.4 -0.1
H -0.2 0.3 0.2
H -0.1 -0.4 0.1
H 0.5 0.0 -0.1
Fe -1.1 -2.0 1.4
C 1.4 1.6 0.6
C -0.8 -1.8 -0.4
C 0.5 0.1 0.1
C 0.1 -0.1 0.6
C -0.3 0.3 -1.2
C -1.4 1.0 1.8
C -0.2 -0.5 -0.2
C -0.6 -0.5 0.2
C -2.8 2.0 -1.6
H 0.2 0.1 0.0
H -0.4 -0.2 0.4
H -0.2 0.1 0.7
H -0.1 -0.4 0.0
H 0.5 0.1 -0.4
H 0.0 -0.4 -0.5
H 0.4 -0.1 0.2
H 0.7 0.5 0.3
H -0.2 0.0 -0.1
H 0.4 -0.1 0.2
H 0.4 -0.3 0.1
H 0.2 0.4 -0.2
H -0.3 0.2 -0.6
H -0.6 -0.1 0.1
H -0.1 0.7 -0.4
O 0.0 -0.8 -1.0
N 2.2 1.7 -0.9
O -0.1 0.8 0.4
O 2.4 -3.7 2.9